1.
{
  "formula": "C5H10NO",
  "method": "ωB97M-V with the def2-TZVPD basis set",
  "charge": 1,
  "homo_energy_ev": -14.1941,
  "smiles": "C=C1C[C@]1([NH3+])CO",
  "lumo_ev": -3.761,
  "species": ["C", "C", "C", "C", "C", "N", "O", "H", "H", "H", "H", "H", "H", "H", "H", "H", "H"],
  "coordinates": [[0.98, -0.82, 0.08], [1.99, -1.28, -0.67], [0.35, -0.51, 1.34], [-0.10, 0.20, -0.04], [-1.54, 0.10, -0.66], [0.51, 1.57, -0.09], [-2.33, -0.84, 0.12], [2.00, -1.24, -1.73], [2.62, -1.91, -0.10], [-0.26, -1.16, 2.06], [0.89, 0.16, 2.05], [-1.49, -0.20, -1.67], [-2.06, 1.03, -0.41], [-0.30, 2.23, -0.40], [1.22, 1.60, -0.86], [0.90, 1.83, 0.92], [-3.39, -0.77, 0.05]]
}

2.
{
  "formula": "C4H8O2",
  "method": "ωB97M-V with the def2-TZVPD basis set",
  "charge": 0,
  "homo_energy_ev": -9.0306,
  "smiles": "C=COCCO",
  "lumo_ev": 1.018,
  "species": ["C", "C", "O", "C", "C", "O", "H", "H", "H", "H", "H", "H", "H", "H"],
  "coordinates": [[-1.00, -0.93, 0.11], [-2.11, -0.28, 0.41], [0.15, 1.16, -1.18], [1.11, 1.08, -0.15], [1.26, -0.34, 0.34], [0.09, -0.87, 0.93], [-1.02, -1.64, -0.72], [0.14, 0.29, -1.59], [-2.95, -0.37, -0.27], [-2.13, 0.25, 1.34], [0.82, 1.74, 0.68], [2.09, 1.42, -0.52], [2.02, -0.40, 1.13], [1.57, -0.97, -0.50]]
}

3.
{
  "formula": "C2H2N2O2",
  "method": "ωB97M-V with the def2-TZVPD basis set",
  "charge": 0,
  "homo_energy_ev": -10.7384,
  "smiles": "N=C=N.O=C=O",
  "lumo_ev": 0.599,
  "species": ["O", "C", "N", "C", "N", "O", "H", "H"],
  "coordinates": [[-0.54, 0.41, 2.62], [-1.04, 0.59, 1.59], [1.11, -0.50, 0.18], [0.68, -0.21, -0.93], [0.27, 0.26, -1.98], [-1.58, 0.79, 0.57], [1.73, -1.29, 0.27], [-0.63, -0.05, -2.32]]
}

4.
{
  "formula": "C4H4FNS2",
  "method": "ωB97M-V with the def2-TZVPD basis set",
  "charge": 0,
  "homo_energy_ev": -9.3586,
  "smiles": "CSC(=S)[C@@H](F)C#N",
  "lumo_ev": -0.820,
  "species": ["C", "C", "C", "C", "H", "H", "H", "H", "N", "F", "S", "S"],
  "coordinates": [[-2.78, -0.46, 0.25], [-0.18, 0.26, -0.15], [1.25, -0.06, -0.63], [1.96, -0.77, 0.43], [-3.51, -1.26, 0.12], [-3.11, 0.43, -0.30], [-2.67, -0.22, 1.30], [1.17, -0.75, -1.50], [2.46, -1.50, 1.19], [2.01, 1.01, -0.94], [-1.25, -1.07, -0.48], [-0.55, 1.66, 0.56]]
}

5.
{
  "formula": "C3H2NO3P",
  "method": "ωB97M-V with the def2-TZVPD basis set",
  "charge": -2,
  "homo_energy_ev": [0.3930, 0.3967],
  "lumo_ev": [6.954, 6.954],
  "species": ["C", "C", "C", "N", "O", "O", "O", "P", "H", "H"],
  "coordinates": [[-0.78, 2.46, 0.89], [-0.60, 1.22, 1.33], [0.28, -0.16, -0.48], [-0.87, 3.64, 0.72], [-0.68, -1.26, -0.88], [1.51, -2.20, -1.93], [1.04, -2.74, 0.54], [0.91, -1.78, -0.63], [-1.27, 0.47, 1.87], [0.46, 0.34, -1.43]]
}

6.
{
  "formula": "C30H34IN4OScSi",
  "method": "ωB97M-V with the def2-TZVPD basis set",
  "charge": -2,
  "homo_energy_ev": [1.6507, 1.6673],
  "lumo_ev": [4.129, 4.135],
  "species": ["C", "I", "H", "H", "H", "C", "C", "N", "C", "N", "H", "H", "C", "C", "N", "H", "N", "H", "Sc", "C", "O", "C", "C", "H", "H", "H", "C", "H", "H", "H", "C", "H", "H", "H", "C", "H", "H", "H", "C", "C", "C", "C", "C", "C", "Si", "C", "C", "C", "C", "C", "C", "C", "C", "C", "C", "C", "C", "H", "H", "H", "H", "H", "H", "H", "H", "H", "H", "H", "H", "H", "H", "H"],
  "coordinates": [[1.17, -0.86, -3.31], [-1.65, 2.81, -2.49], [0.13, -1.15, -3.69], [1.96, -1.52, -3.57], [1.20, 0.18, -3.67], [-1.51, 2.73, 0.62], [-2.61, 2.05, 0.22], [-2.19, 0.96, -0.47], [-0.75, 1.10, -0.68], [-0.40, 2.03, 0.21], [-1.41, 3.56, 1.29], [-3.66, 2.28, 0.26], [1.88, -3.16, 0.22], [0.95, -1.40, -0.82], [1.86, -1.80, 0.14], [0.65, -4.64, -0.87], [0.23, -2.58, -1.12], [2.59, -3.69, 0.83], [-1.20, -0.85, -0.72], [1.35, -0.51, -1.97], [1.67, 0.66, -1.54], [0.90, -3.64, -0.59], [-0.75, -2.75, -2.18], [-1.70, -2.14, -2.14], [-1.05, -3.80, -2.15], [-0.30, -2.61, -3.16], [2.62, -0.93, 1.02], [3.44, -1.50, 1.46], [2.00, -0.59, 1.86], [3.03, -0.06, 0.49], [0.91, 2.33, 0.77], [0.97, 3.42, 0.89], [1.76, 1.95, 0.18], [0.96, 1.92, 1.80], [-3.11, 0.28, -1.40], [-2.90, 0.46, -2.47], [-4.09, 0.72, -1.15], [-3.27, -0.82, -1.20], [-3.43, 3.43, 5.65], [-3.79, 2.98, 4.38], [-2.99, 2.03, 3.73], [-1.82, 1.50, 4.32], [-1.48, 1.98, 5.62], [-2.28, 2.93, 6.27], [-0.68, 0.33, 3.47], [0.76, -0.14, 4.51], [2.01, 0.50, 4.33], [3.09, 0.19, 5.16], [2.94, -0.74, 6.19], [1.71, -1.38, 6.39], [0.63, -1.09, 5.54], [-1.36, -1.07, 2.44], [-0.66, -2.30, 2.33], [-1.19, -3.38, 1.62], [-2.43, -3.27, 0.98], [-3.14, -2.06, 1.05], [-2.60, -0.97, 1.76], [-4.05, 4.17, 6.16], [-4.68, 3.36, 3.88], [-3.27, 1.71, 2.72], [-0.58, 1.61, 6.11], [-2.01, 3.27, 7.28], [2.11, 1.24, 3.53], [4.05, 0.69, 4.99], [3.79, -0.96, 6.85], [1.59, -2.10, 7.20], [-0.32, -1.61, 5.69], [0.29, -2.41, 2.85], [-0.65, -4.33, 1.60], [-2.86, -4.13, 0.46], [-4.13, -1.97, 0.60], [-3.20, -0.09, 1.91]]
}

Repeat the fifth record exactly.
{
  "formula": "C3H2NO3P",
  "method": "ωB97M-V with the def2-TZVPD basis set",
  "charge": -2,
  "homo_energy_ev": [0.3930, 0.3967],
  "lumo_ev": [6.954, 6.954],
  "species": ["C", "C", "C", "N", "O", "O", "O", "P", "H", "H"],
  "coordinates": [[-0.78, 2.46, 0.89], [-0.60, 1.22, 1.33], [0.28, -0.16, -0.48], [-0.87, 3.64, 0.72], [-0.68, -1.26, -0.88], [1.51, -2.20, -1.93], [1.04, -2.74, 0.54], [0.91, -1.78, -0.63], [-1.27, 0.47, 1.87], [0.46, 0.34, -1.43]]
}

- Among the records above, which one has the highest charge?
  C5H10NO

- Which value of charge does entry 5 give?
  -2